No. 1
C45H93ClN4O11 | the ωB97M-V functional and the def2-TZVPD basis

```
! wB97M-V def2-TZVPD RIJCOSX def2/J DEFGRID3
* xyz 0 1
Cl -4.758 1.893 -3.931
O 6.387 -2.570 5.471
O -9.061 3.782 2.545
O 4.162 -6.332 1.484
O 2.601 -0.185 0.585
O 2.118 5.121 -1.125
O -5.016 2.260 1.711
O 2.126 -4.122 3.833
O -1.244 1.196 -2.956
O -1.752 -0.711 0.969
O -0.205 2.580 -7.448
O 3.684 -0.716 -1.381
N -0.742 0.028 3.251
N -1.524 4.818 -1.917
N -3.952 0.289 0.998
N -0.769 1.524 -0.654
C 0.784 -1.326 -3.854
C 4.737 -1.237 4.224
C 8.352 -1.545 4.403
C 5.107 -5.394 1.985
C -2.585 0.363 0.404
C 0.697 -2.411 4.861
C -9.831 4.976 2.550
C -2.288 2.356 -6.154
C 0.824 -3.558 3.877
C 2.721 -2.616 0.274
C -3.595 1.384 3.503
C 2.999 -1.109 -0.185
C -2.656 -0.103 -1.169
C -0.968 3.079 -6.354
C -8.112 3.646 1.494
C 2.623 -4.682 5.045
C -1.059 -0.285 2.121
C -1.879 1.804 0.348
C 5.486 -8.349 1.965
C 2.617 -0.357 -2.314
C -0.818 -2.007 -1.767
C 4.038 6.555 -1.684
C 7.337 -2.676 4.419
C -4.140 0.131 -1.747
C 4.692 -7.539 0.954
C 3.469 3.115 -0.653
C -4.201 1.331 2.023
C -7.064 4.745 1.477
C 2.140 -1.713 -3.083
C -0.820 2.647 -8.727
C -1.168 4.061 -9.160
C -4.196 0.242 -3.371
C -5.314 -0.861 -3.836
C 5.581 -1.399 5.477
C 1.767 -5.816 5.583
C -10.669 5.163 1.296
C 6.100 -4.919 0.939
C -2.383 -1.652 -1.519
C 2.659 3.917 -1.659
C -4.266 -1.046 1.595
C 3.056 6.068 -0.631
C -2.623 3.051 -0.355
C -1.486 4.061 -0.842
C -1.536 0.875 -1.781
C -0.525 -2.105 -3.356
H -4.661 1.079 -1.358
H 6.200 -0.513 5.651
H -6.528 4.776 2.429
H 5.574 -4.469 0.091
H -1.123 4.158 -6.464
H -3.207 3.596 0.487
H 2.952 -1.892 -3.890
H 0.942 -1.632 -4.962
H -0.103 2.227 -9.439
H -0.629 5.354 -1.945
H 6.359 -7.804 2.329
H -6.343 4.569 0.675
H 2.213 -6.231 6.490
H 4.339 3.669 -0.295
H 0.891 -2.729 5.887
H -3.400 2.776 -1.144
H 0.079 -4.336 4.076
H 5.838 -9.281 1.515
H -2.117 1.286 -6.001
H 3.827 2.187 -1.106
H -11.266 6.077 1.370
H 7.879 -0.574 4.247
H 0.614 -3.182 2.872
H -1.507 2.285 1.335
H 1.808 3.313 -1.986
H -2.810 2.754 -5.281
H -4.199 -1.922 0.861
H 4.089 -2.109 4.084
H -2.590 1.957 3.433
H 1.604 -2.701 0.493
H 4.112 -0.342 4.297
H 4.916 -1.483 6.340
H -0.091 -1.348 -1.182
H 4.652 5.742 -2.077
H -6.384 -0.498 -3.669
H -0.271 4.690 -9.168
H 0.698 -0.186 -3.857
H 6.708 -5.737 0.547
H 2.475 6.922 -0.269
H 5.622 -5.807 2.859
H 3.622 -5.070 4.824
H 3.405 -2.840 1.160
H 1.417 -1.623 4.620
H 1.674 0.051 -1.804
H -3.217 -0.118 -3.870
H 3.503 6.999 -2.528
H -8.626 3.576 0.529
H -2.926 -2.009 -2.478
H -2.948 2.461 -7.017
H 9.078 -1.698 3.600
H 4.866 -8.590 2.834
H -0.310 -1.990 4.827
H 0.023 0.964 -0.296
H -1.888 4.528 -8.487
H -4.279 2.059 4.145
H -3.465 0.355 3.987
H -7.613 2.685 1.646
H 6.825 -2.760 3.455
H -5.112 -1.818 -3.213
H 3.247 4.132 -2.557
H 2.857 2.868 0.220
H 2.956 0.448 -3.072
H -0.672 -3.081 -1.352
H 3.837 -8.134 0.621
H 4.707 7.307 -1.259
H -10.051 5.240 0.400
H -0.353 -3.223 -3.615
H 1.677 -6.613 4.840
H -10.499 4.913 3.413
H -0.353 2.947 -5.459
H -3.691 -1.268 2.578
H 5.289 -7.330 0.061
H 6.776 -4.174 1.366
H 7.865 -3.622 4.571
H -7.507 5.731 1.319
H -9.185 5.843 2.724
H -11.343 4.312 1.157
H 2.757 -3.898 5.797
H 4.533 -4.534 2.344
H -1.701 1.998 -8.758
H 5.352 -1.141 3.327
H 0.756 -5.484 5.830
H 2.050 -2.613 -2.388
H 2.956 -3.400 -0.545
H 8.887 -1.499 5.355
H -2.754 -2.380 -0.696
H -1.439 -1.798 -4.000
H -5.083 -1.153 -4.922
H -1.603 4.056 -10.163
H -4.788 -0.752 -1.370
H -0.534 4.115 -0.182
H -5.380 -0.998 1.918
H 3.581 5.662 0.240
*
```

Summary:
Electronic energy = -89168.3069 eV
Lowest unoccupied orbital energy = 0.14 eV
Gap between HOMO and LUMO = 9.4 eV

Atomic partial charges in e from the Löwdin method, atoms 1 to 8:
1 Cl 0.6090
2 O -0.1626
3 O -0.1630
4 O -0.1609
5 O 0.0302
6 O -0.1814
7 O 0.0356
8 O -0.1828


No. 2
C45H94IN3O17P2 | the ωB97M-V functional and the def2-TZVPD basis

```
! wB97M-V def2-TZVPD RIJCOSX def2/J DEFGRID3
* xyz 0 1
I -0.760 7.633 -0.214
P -0.347 0.788 -2.004
P 1.067 5.983 -0.022
O 0.175 -1.836 2.492
O -1.917 0.554 -2.310
O 0.351 -0.484 -2.178
O 3.459 -3.172 1.040
O 1.016 -8.620 2.038
O -1.431 3.046 -1.243
O -5.238 -8.538 1.097
O 1.136 5.514 -4.203
O 3.774 2.471 0.701
O -0.466 3.748 0.701
O 4.703 1.520 2.398
O 4.749 6.123 2.938
O 0.246 1.810 -3.104
O 1.900 3.722 -9.716
O 2.261 6.877 0.694
O -6.449 2.496 1.152
O -3.858 -10.218 4.044
N -3.856 3.762 -0.732
N -2.874 4.713 2.650
N 1.091 1.067 0.344
C 2.165 2.811 -11.887
C -4.987 4.166 0.112
C -0.261 -8.525 2.681
C -0.045 0.511 3.093
C -2.997 4.891 -1.143
C -5.055 -9.425 4.055
C -0.528 4.220 3.455
C -4.782 -9.245 -1.119
C -5.978 -10.050 5.089
C 1.038 -0.294 0.896
C 6.153 6.380 3.102
C -5.864 -9.107 -0.060
C 1.906 3.860 1.603
C -3.540 -9.472 -0.268
C 0.037 5.258 2.451
C 0.455 -6.324 2.213
C -2.009 4.434 3.797
C 2.848 -3.754 -0.123
C 0.711 2.653 -11.464
C -3.815 -8.576 0.928
C -4.071 2.135 1.397
C -1.747 4.290 -1.841
C 2.553 5.547 -4.387
C 5.218 6.194 5.263
C -3.860 -11.098 5.172
C -4.983 -10.630 6.087
C 4.580 2.485 1.780
C -0.034 -0.532 1.965
C 2.655 3.881 -10.923
C 4.883 -3.218 0.889
C -0.126 1.493 -0.284
C 3.005 3.689 0.534
C 0.525 4.874 -5.331
C 0.805 2.831 -9.957
C 6.338 6.905 4.516
C 4.110 6.181 4.224
C 2.861 4.623 -5.557
C 0.584 4.586 1.164
C -0.373 -7.108 3.222
C 1.569 -7.307 1.895
C -0.245 3.016 -0.496
C -5.189 3.166 1.284
C 5.172 -4.133 -0.291
C 1.601 4.756 -6.400
C 3.945 -3.912 -1.163
H 5.520 5.172 5.503
H -0.139 -6.129 1.315
H 0.845 -1.773 3.183
H 0.820 5.848 2.919
H 2.967 3.593 -5.205
H 0.941 -1.091 0.156
H -4.150 3.236 -1.545
H 2.649 3.676 -0.491
H 0.824 -5.371 2.589
H 3.516 7.100 4.266
H -3.470 -7.552 0.744
H -4.041 -12.116 4.810
H 7.331 6.702 4.915
H -6.688 -8.467 -0.378
H -0.105 3.248 -9.523
H -2.485 4.375 1.778
H 2.844 6.579 -4.609
H 2.796 6.324 1.288
H 2.705 1.877 -11.717
H 3.774 4.897 -6.085
H -2.058 4.071 -2.866
H -4.781 -8.402 4.336
H -5.391 -11.431 6.702
H 1.029 1.353 -3.451
H 2.431 -4.724 0.167
H -3.492 -10.517 0.051
H -0.334 5.461 -5.660
H 6.175 7.985 4.539
H -4.982 -10.047 -1.829
H 0.045 4.348 4.378
H -3.093 5.694 2.555
H 0.108 3.454 -11.899
H -0.335 3.201 3.138
H -0.995 -0.593 1.454
H 0.548 3.414 -1.134
H 6.691 5.437 2.957
H -1.037 1.221 0.251
H -2.883 -11.072 5.656
H -0.069 -0.041 4.032
H -1.034 -8.725 1.933
H 5.129 3.391 2.076
H 1.024 1.880 -9.458
H -6.382 1.714 1.710
H -0.773 5.949 2.223
H -0.909 4.982 -1.921
H -5.904 4.125 -0.482
H 1.961 -7.187 0.884
H 3.719 3.792 -10.699
H -2.171 5.212 4.539
H 1.814 1.044 -0.370
H 2.035 -3.114 -0.468
H 2.464 4.886 -11.313
H 4.925 6.688 6.188
H 2.001 -0.462 1.389
H 5.334 -3.573 1.816
H -5.488 -9.404 3.056
H -3.084 2.582 1.492
H -4.226 1.501 2.277
H -3.580 5.511 -1.832
H 5.210 -5.173 0.042
H 0.171 3.888 -5.011
H -2.607 -9.228 -0.775
H 0.090 -7.047 4.211
H -2.359 0.737 -1.465
H -2.756 5.420 -0.224
H 1.622 2.927 2.077
H 2.347 4.479 2.387
H 1.644 5.673 -6.992
H -4.789 5.167 0.483
H 3.725 4.509 0.602
H -2.364 3.497 4.237
H -3.351 -8.941 1.844
H 3.752 -4.724 -1.863
H 0.824 1.162 3.105
H -0.990 1.052 3.059
H 2.292 3.091 -12.932
H 1.436 3.922 -7.079
H 6.113 -3.900 -0.788
H -4.684 -8.311 -1.679
H -6.673 -9.334 5.525
H 2.398 -7.210 2.604
H 4.055 -2.987 -1.734
H 3.047 5.238 -3.464
H -0.331 -9.282 3.464
H -5.205 3.690 2.244
H -4.621 -9.841 6.751
H 5.237 -2.199 0.698
H -1.404 -6.767 3.307
H 0.270 1.700 -11.752
H -6.272 -10.085 0.220
H 6.483 7.088 2.342
H -4.031 1.493 0.517
H 3.438 5.327 4.335
H -6.560 -10.856 4.634
*
```

Summary:
Electronic energy = -114143.6351 eV
Lowest unoccupied orbital energy = 0.10 eV
Gap between HOMO and LUMO = 8.4 eV

Atomic partial charges in e from the Löwdin method, atoms 1 to 8:
1 I 0.5261
2 P 0.5181
3 P 0.6016
4 O -0.0411
5 O -0.1074
6 O -0.2723
7 O -0.1494
8 O -0.1386


No. 3
C45H95Be2F4N7O13S4 | the ωB97M-V functional and the def2-TZVPD basis

```
! wB97M-V def2-TZVPD RIJCOSX def2/J DEFGRID3
* xyz 2 1
S 4.074 1.322 -0.671
S -0.747 1.922 -1.275
S 0.218 0.428 0.385
S 3.644 2.757 -2.365
F 3.037 4.246 -2.495
F 3.656 1.350 0.933
F 1.225 -0.813 0.371
F -0.253 2.281 -2.749
O -6.119 -2.850 -0.305
O 5.563 1.169 -0.459
O 1.167 -3.855 7.067
O -2.141 1.624 -1.565
O 4.966 3.054 -2.852
O 1.293 0.695 -5.593
O -0.919 -0.176 1.009
O 2.718 1.975 -3.206
O 1.070 1.343 1.153
O 0.555 -2.538 -4.298
O 3.511 5.060 2.713
O 3.186 0.210 -1.158
O -0.223 3.037 -0.433
N 0.767 1.443 -6.652
N -0.221 -2.361 -3.170
N 3.282 2.823 -0.854
N 4.253 3.968 3.038
N -6.641 -2.185 0.809
N 0.112 0.646 -1.323
N 0.757 -2.944 6.171
C -0.256 -0.570 -7.748
C -0.608 -2.479 6.479
C -6.254 -1.063 3.022
C 1.915 -1.986 5.795
C -1.682 -2.147 -3.536
C 0.715 2.853 -9.286
C 3.072 -2.905 5.234
C 4.114 3.952 5.707
C 4.437 1.940 4.295
C 0.048 1.517 -9.080
C 6.306 2.578 2.729
C -4.659 -0.659 0.995
C -0.633 -1.535 7.765
C 1.219 2.866 -6.701
C 5.962 1.896 4.058
C 0.634 0.640 -7.933
C -7.341 -0.137 2.683
C -1.071 -1.641 5.197
C -7.901 -0.370 -0.693
C 0.054 -4.889 -2.677
C -1.860 -0.719 -4.148
C 0.680 3.641 -7.940
C -1.713 -3.616 6.709
C 5.691 4.363 1.155
C 0.712 3.553 -5.391
C -8.405 -0.874 1.853
C 3.777 3.297 4.289
C 5.713 4.043 2.679
C -8.918 -2.649 0.041
C -2.333 -3.311 -4.402
C 6.589 4.972 3.543
C -4.711 -2.896 2.161
C -5.568 -1.638 1.695
C -2.553 -1.995 -2.212
C 2.767 2.847 -6.797
C 1.377 -1.167 4.571
C -7.920 -1.492 0.475
C -2.213 -3.077 -1.141
C 1.635 -3.244 -1.624
C 2.407 -0.977 6.914
C -0.731 -3.278 -0.871
C 2.290 3.118 4.276
C -0.054 -0.598 4.691
C 0.144 -3.425 -2.175
C 1.911 -0.003 -8.437
Be 2.190 3.790 0.945
Be 1.525 -0.264 -2.979
H 2.651 -3.566 4.477
H -1.030 1.545 -8.922
H 1.883 2.678 5.187
H 5.895 1.944 1.943
H -4.196 -3.412 1.351
H -2.751 -4.124 -3.809
H -0.247 3.287 -4.949
H 5.306 5.345 0.882
H 6.255 0.863 4.244
H 3.129 2.203 -7.599
H -1.301 -2.398 4.447
H -0.756 -4.206 -0.299
H 6.466 6.051 3.455
H -2.895 -0.389 -4.239
H 7.367 2.392 2.565
H -5.460 -0.598 3.607
H -2.647 -3.113 6.957
H 2.035 2.710 3.298
H 2.233 0.737 -5.781
H -1.292 -0.620 -5.073
H 5.182 3.945 5.923
H -8.552 -3.024 -0.915
H -5.253 0.204 0.694
H 1.887 -0.788 -9.192
H 6.719 4.293 0.798
H -0.013 -1.207 -6.896
H -6.541 -1.898 3.661
H -2.635 -4.014 -1.504
H 1.390 3.514 -4.538
H -4.189 -1.029 0.084
H 3.778 5.768 3.303
H -7.237 0.467 -0.479
H -7.687 0.332 3.604
H 2.622 0.681 -8.902
H 3.355 -3.583 6.039
H -3.827 -0.261 1.575
H 1.917 4.141 4.225
H 1.872 -3.949 -0.828
H -0.426 -2.573 -0.098
H 0.208 0.974 -10.011
H -6.872 0.676 2.128
H -1.543 -3.714 -5.036
H 3.236 2.403 -5.919
H 3.372 -0.529 6.679
H 6.452 4.787 4.609
H -1.348 -4.348 7.430
H 3.577 3.587 6.583
H 4.164 1.505 5.257
H 1.811 -0.100 7.165
H 5.187 3.552 0.630
H 1.330 -1.770 3.664
H -8.939 -0.072 -0.843
H -8.786 -1.708 2.442
H 3.927 5.026 5.709
H -4.138 -2.588 3.035
H -1.243 -0.227 -7.440
H -5.445 -3.658 2.422
H 0.171 3.339 -10.095
H -9.171 -0.103 1.769
H 7.627 4.767 3.282
H -8.901 -3.490 0.735
H -3.034 -2.908 -5.132
H -0.362 3.915 -7.774
H -1.884 -4.174 5.788
H 2.564 -1.542 7.833
H -2.589 -2.777 -0.163
H 2.437 -0.329 -7.540
H -0.343 -0.505 7.560
H 1.923 -2.234 -1.334
H 2.032 -0.314 4.396
H -7.335 -0.697 -1.566
H -2.443 -0.981 -1.826
H -9.836 -2.080 -0.107
H 6.369 2.346 4.963
H -0.100 -2.091 8.537
H 0.620 -5.179 -3.562
H 0.512 -5.572 -1.961
H 1.733 2.790 -9.671
H -0.359 -1.168 -8.653
H -0.078 0.310 5.294
H 1.241 4.564 -8.085
H 3.936 -2.369 4.839
H -1.962 -1.069 5.457
H 3.014 3.885 -7.022
H -1.345 -0.031 -3.477
H -3.629 -2.122 -2.335
H 2.315 -3.469 -2.446
H 0.425 -3.457 -4.543
H -6.260 -3.768 -0.063
H -0.982 -5.197 -2.814
H 0.616 4.639 -5.414
H -1.655 -1.395 8.118
H 1.061 -4.621 6.498
H 3.952 1.328 3.535
H -0.526 -0.273 3.764
*
```

Summary:
Electronic energy = -140231.7350 eV
Lowest unoccupied orbital energy = -9.81 eV
Gap between HOMO and LUMO = 1.4 eV
ΔE to the lowest compared entry with this formula, charge and spin = 0.00 kcal/mol

Atomic partial charges in e from the Löwdin method, atoms 1 to 8:
1 S 0.6952
2 S 0.5060
3 S 0.5874
4 S 0.4681
5 F -0.1873
6 F -0.2452
7 F -0.1871
8 F -0.1983


Question: Number 2 is which compound?
Answer: C45H94IN3O17P2